{"formula": "C4H5N5", "method": "ωB97M-V/def2-TZVPD", "homo_lumo_gap_ev": 10.37, "smiles": "CN(C#N)n1cncn1", "total_charge": 0, "e_above_lowest_kcal_mol": 38.3, "e_tot_ev": -11676.9486, "e_lumo_ev": 0.70, "elements": ["C", "N", "C", "N", "N", "C", "N", "C", "N", "H", "H", "H", "H", "H"], "positions_angstrom": [[1.30334, 0.82058, 0.06168], [0.88219, -0.54393, -0.12631], [1.77559, -1.64499, 0.20902], [2.48240, -2.52693, 0.36738], [-0.44536, -0.84036, -0.00075], [-1.10020, -1.91038, -0.49181], [-2.37200, -1.81438, -0.18764], [-2.45145, -0.65369, 0.48710], [-1.30140, -0.03613, 0.63220], [0.86023, 1.25501, 0.96190], [2.38825, 0.84893, 0.13405], [0.98289, 1.39840, -0.80795], [-0.62189, -2.70753, -1.02190], [-3.36883, -0.25723, 0.86968]], "atomic_forces_ev_per_a": [[-0.10, 0.69, 0.10], [3.03, -3.37, 0.48], [-3.10, 3.88, -0.78], [0.72, -0.88, 0.18], [-1.02, -0.53, -0.08], [0.03, 0.20, -0.05], [-0.23, -0.49, -0.15], [0.21, -0.09, -0.11], [0.35, 0.72, 0.47], [0.12, -0.07, -0.08], [-0.08, -0.12, -0.05], [0.05, 0.05, 0.11], [0.18, -0.16, -0.16], [-0.17, 0.16, 0.12]], "lowdin_charge": [-0.048, -0.101, -0.199, 0.152, -0.143, -0.130, 0.079, -0.218, 0.110, 0.081, 0.096, 0.093, 0.126, 0.102]}